(1)
144
Properties=species:S:1:pos:R:3:mulliken_charge:R:1 method="wB97M-V/def2-TZVPD" charge=+1 homo_energy_ev=-11.90 spin_multiplicity=1 lumo_ev=-3.824
C -2.67265 -0.84497 1.23001 -0.88
C -2.29811 0.26037 0.23494 0.27
C -0.89378 0.17316 -0.31518 -1.00
O -0.66944 -1.17781 -0.85541 -0.20
P 0.82931 -1.60686 -1.07832 0.34
P 2.24161 -1.27829 0.64371 0.33
N 3.55374 -0.67352 0.06860 -0.34
H -3.72503 -1.08771 1.10583 0.14
H -2.49675 -0.53348 2.25789 0.13
H -2.12538 -1.77028 1.06211 0.41
H -2.98426 0.21383 -0.60979 -0.01
H -2.42143 1.22221 0.72408 0.06
H -0.80582 0.87411 -1.14582 0.29
H -0.14361 0.44853 0.42567 0.82
H 1.31190 -0.94900 -2.21358 0.06
H 0.78186 -2.97603 -1.35347 0.16
H 1.64300 -0.43664 1.59910 0.11
H 2.45421 -2.52440 1.25710 0.12
H 3.67748 0.24425 0.48705 0.02
C -2.25382 -0.01925 -3.62848 1.37
Cl -0.71208 0.74475 -4.07162 -0.18
Cl -3.57970 1.14340 -3.56240 -0.14
H -2.49507 -0.77576 -4.36622 -0.65
H -2.14621 -0.46968 -2.65034 -0.40
C 4.21648 -0.15858 4.23500 -0.07
Cl 4.51549 -1.84258 3.77634 -0.17
Cl 4.66871 0.95684 2.93001 0.01
H 3.16266 -0.04290 4.44656 -0.07
H 4.80568 0.07794 5.11437 0.34
C -2.01400 -1.07782 5.44753 -0.07
Cl -0.49161 -0.26241 5.04327 -0.06
Cl -3.39022 0.02607 5.46540 -0.14
H -2.20202 -1.84651 4.70872 0.14
H -1.90803 -1.51648 6.43158 0.10
C -7.21947 0.38260 -4.14094 -0.10
Cl -7.89955 0.47678 -5.76334 0.02
Cl -8.10814 -0.75038 -3.10774 -0.23
H -6.19397 0.04178 -4.21371 -0.05
H -7.26013 1.36613 -3.68730 0.34
C -5.52058 0.46531 -9.48027 -0.41
Cl -5.14683 0.44467 -7.75087 -0.04
Cl -6.19148 -1.07362 -10.03138 -0.16
H -6.24428 1.25128 -9.66056 0.26
H -4.60599 0.65221 -10.02867 0.36
C -5.37154 4.61897 -6.97641 -0.38
Cl -6.02795 4.71222 -8.61440 -0.15
Cl -6.29338 3.49883 -5.96702 -0.05
H -4.34964 4.26509 -7.03534 0.25
H -5.41137 5.60420 -6.52915 0.33
C -9.62714 -2.61691 -8.76099 0.19
Cl -9.17257 -2.58705 -7.05312 -0.11
Cl -10.35321 -4.15762 -9.23425 -0.17
H -10.34268 -1.82406 -8.92889 0.06
H -8.73715 -2.45588 -9.35551 0.03
C -5.39893 1.84071 2.42983 -0.03
Cl -3.81472 2.63221 2.37151 -0.16
Cl -6.09945 1.65641 0.81428 -0.11
H -5.27636 0.86001 2.87292 -0.11
H -6.06210 2.44959 3.03088 0.42
C 4.31236 -4.70304 6.88120 -0.43
Cl 3.47176 -3.14340 6.87341 -0.07
Cl 5.42149 -4.85273 8.24485 -0.10
H 3.57620 -5.49284 6.96036 0.31
H 4.87399 -4.79099 5.95835 0.31
C 4.03591 2.40827 -2.35653 0.01
Cl 4.48589 2.43190 -0.64734 -0.05
Cl 3.33192 0.84982 -2.83580 -0.16
H 3.30972 3.19086 -2.53645 0.30
H 4.94156 2.56650 -2.93266 -0.04
C -10.97964 1.69229 -7.36700 -0.23
Cl -10.44300 0.76799 -8.78076 -0.16
Cl -10.19720 3.27131 -7.27675 -0.13
H -12.04948 1.83941 -7.44405 0.37
H -10.73038 1.12814 -6.47627 0.13
C -2.87147 -2.44078 -6.89647 -0.13
Cl -3.55765 -2.71816 -5.28292 -0.16
Cl -1.22176 -3.05842 -7.01999 -0.16
H -3.49568 -2.94914 -7.62056 0.34
H -2.86115 -1.37429 -7.08587 0.10
C -8.79450 -3.48376 -0.95260 0.23
Cl -7.27680 -3.62045 -0.04258 -0.14
Cl -9.43943 -5.06148 -1.39746 -0.15
H -9.51963 -2.97364 -0.33057 0.30
H -8.59810 -2.91697 -1.85355 -0.18
C 7.99408 -1.83373 7.67979 -0.21
Cl 9.45555 -0.89824 7.35611 -0.16
Cl 6.88920 -1.83760 6.29527 -0.04
H 8.27296 -2.85830 7.89208 0.29
H 7.48040 -1.39200 8.52470 0.10
C 8.33068 3.65999 -4.02488 -0.10
Cl 7.28855 2.93609 -2.78385 -0.13
Cl 8.13540 5.41396 -4.08568 -0.18
H 9.36044 3.42823 -3.78319 0.36
H 8.05953 3.24804 -4.98655 0.01
C 9.84180 6.69676 -7.31729 0.04
Cl 10.99675 7.96669 -7.73680 -0.17
Cl 10.41704 5.09258 -7.79876 -0.15
H 9.69934 6.70008 -6.24417 0.12
H 8.90933 6.89601 -7.82758 0.15
C -7.18659 -1.86490 3.13670 -0.04
Cl -7.97334 -0.28633 3.03494 -0.14
Cl -6.10604 -1.95884 4.53188 -0.09
H -7.94713 -2.63099 3.22218 0.38
H -6.60258 -2.01348 2.23760 -0.09
C 2.58159 3.87585 4.86856 -0.39
Cl 4.02906 3.64109 5.84446 -0.13
Cl 1.86158 2.32660 4.39288 -0.08
H 1.85091 4.42441 5.44925 0.33
H 2.84757 4.41753 3.96938 0.28
C -4.40342 -5.09366 5.88203 -0.40
Cl -2.81032 -4.32266 5.94857 -0.07
Cl -5.03290 -5.18425 4.23663 -0.13
H -4.32245 -6.09514 6.28490 0.37
H -5.08906 -4.49680 6.47172 0.25
C 5.16481 -3.65188 12.21940 -0.41
Cl 5.64574 -5.26823 11.67821 -0.15
Cl 5.51374 -2.38180 11.03673 -0.05
H 4.09693 -3.65836 12.39927 0.28
H 5.70502 -3.42498 13.12973 0.34
C 7.24498 -0.37161 -4.22542 0.06
Cl 7.38659 -2.10177 -4.54342 -0.17
Cl 7.80170 0.60479 -5.59623 -0.14
H 6.20311 -0.13797 -4.04189 0.02
H 7.84954 -0.12443 -3.36185 0.24
C 8.23004 2.53292 2.27751 0.11
Cl 8.67788 3.44185 0.82589 -0.13
Cl 9.49823 1.41742 2.78956 -0.15
H 8.04586 3.23723 3.07933 0.29
H 7.33821 1.95814 2.06033 -0.11
C 0.26938 -4.80451 8.46888 -0.23
Cl -0.53213 -3.23457 8.33466 -0.17
Cl 1.34807 -4.88437 9.86327 -0.12
H -0.49105 -5.56851 8.57313 0.39
H 0.85223 -4.96449 7.56962 0.13
C 3.99699 1.05861 10.76095 -0.28
Cl 4.70766 0.35124 9.30347 -0.06
Cl 4.57617 2.69835 11.06686 -0.16
H 2.92134 1.08621 10.63836 0.31
H 4.27203 0.43446 11.60287 0.21
C 5.66115 5.28087 -8.57795 -0.41
Cl 4.94892 6.88476 -8.76749 -0.15
Cl 6.66030 5.17038 -7.12003 -0.05
H 4.86290 4.55349 -8.50232 0.32
H 6.28630 5.07537 -9.43811 0.29

---

(2)
18
Properties=species:S:1:pos:R:3:mulliken_charge:R:1 method="wB97M-V/def2-TZVPD" e_above_lowest_kcal_mol=46.4 charge=-1 homo_energy_ev="0.51 / -1.99" spin_multiplicity=2 lumo_ev="3.267 / 3.256"
C -0.68969 0.75282 0.25958 -1.10
C -1.66128 1.88890 0.68896 -0.06
C -1.77757 2.97592 -0.35611 -1.32
H -0.09646 1.22619 -0.51500 0.32
H -0.05815 0.47529 1.10004 0.26
H -1.22207 -0.13976 -0.04992 0.28
H -2.68983 1.63556 0.94158 0.32
H -1.27615 2.44616 1.55636 0.17
H -2.73683 3.51220 -0.32725 0.34
H -1.88060 2.57824 -1.38862 0.36
H -1.03755 3.76303 -0.52258 0.35
C 2.35175 -2.16324 -0.54824 -0.63
C 2.44915 -3.28044 0.22286 -0.64
O 1.72516 -4.53977 -0.10492 -0.64
H 2.19154 -1.14528 -0.19078 0.22
H 2.41040 -2.26663 -1.64309 0.15
H 3.16353 -3.54632 1.00722 0.35
H 0.83466 -4.17288 -0.13009 0.28

---

(3)
62
Properties=species:S:1:pos:R:3:mulliken_charge:R:1 method="wB97M-V/def2-TZVPD" e_above_lowest_kcal_mol=2.0 charge=+2 homo_energy_ev=-14.48 spin_multiplicity=1 lumo_ev=-4.654
Ca 0.13305 0.64561 -0.60131 2.24
C -2.66887 1.82108 -1.71889 -0.60
C -1.57099 2.77523 -2.16576 -0.82
O -0.32790 2.08388 -2.42315 -0.40
C -0.21413 1.46018 -3.71932 -0.58
C 0.99556 0.54642 -3.70634 -0.87
O 0.91193 -0.35728 -2.58967 -0.21
C 0.51167 -1.71567 -2.84677 -0.82
C 0.07862 -2.34920 -1.52925 -0.68
O -0.79975 -1.48483 -0.77733 -0.08
C -2.13670 -1.33691 -1.28961 -0.52
C -2.84638 -0.27750 -0.46406 -0.74
O -2.20079 1.01704 -0.61388 -0.42
H -2.96296 1.15972 -2.53814 0.41
H -3.54788 2.38488 -1.39915 0.45
H -1.34812 3.52006 -1.40317 0.31
H -1.89184 3.29844 -3.06891 0.47
H -0.08605 2.22978 -4.48443 0.49
H -1.12656 0.89286 -3.92902 0.32
H 1.91516 1.11995 -3.58568 0.33
H 1.05774 -0.01058 -4.64217 0.53
H 1.35508 -2.27156 -3.26340 0.43
H -0.29700 -1.71377 -3.58283 0.50
H 0.92434 -2.53904 -0.87032 0.21
H -0.43272 -3.29446 -1.72553 0.46
H -2.65641 -2.29648 -1.22241 0.52
H -2.10295 -1.03792 -2.34364 0.26
H -2.79717 -0.52276 0.59567 0.21
H -3.89388 -0.20480 -0.75988 0.54
C 3.11595 -2.96647 2.59603 -1.68
C 1.79090 -2.26155 2.62267 0.69
C 0.63592 -2.87525 2.14056 -0.48
C -0.60256 -2.25640 2.23662 -0.48
C -0.70981 -0.99206 2.80022 -0.96
C 0.43694 -0.36322 3.27376 -0.09
C 1.67091 -0.99435 3.19221 -0.80
H 3.19610 -3.65023 1.75021 0.39
H 3.25481 -3.56164 3.49982 0.40
H 3.94543 -2.26044 2.54535 0.35
H 0.70219 -3.87459 1.72549 0.56
H -1.48754 -2.78121 1.89943 0.54
H -1.67621 -0.52138 2.93600 0.58
H 0.36361 0.59717 3.77261 0.74
H 2.54741 -0.51089 3.61141 0.42
N 2.34823 0.04176 0.16811 -0.34
C 3.09699 1.21668 -0.35338 -0.15
C 3.74201 2.02831 0.75788 -1.11
C 2.78444 2.58105 1.81401 -0.35
C 1.61181 3.40234 1.28947 -0.88
N 0.38809 2.57343 1.05124 -0.50
H 2.32122 0.06756 1.18407 -0.20
H 2.83075 -0.82442 -0.03742 0.28
H 2.42805 1.87268 -0.93416 0.04
H 3.84483 0.85256 -1.05715 0.55
H 4.27884 2.86274 0.29890 0.42
H 4.50174 1.41222 1.24553 0.37
H 3.36616 3.21533 2.48404 0.41
H 2.40454 1.78330 2.46170 0.11
H 1.87009 3.88131 0.34192 0.42
H 1.36892 4.19923 1.99376 0.49
H -0.37965 3.21541 0.86547 0.25
H 0.13303 2.15471 1.94540 0.06

---

(4)
8
Properties=species:S:1:pos:R:3:mulliken_charge:R:1 method="wB97M-V/def2-TZVPD" e_above_lowest_kcal_mol=66.1 homo_energy_ev="-6.40 / -7.71" spin_multiplicity=2 lumo_ev="-1.436 / -1.455"
O -0.72595 -0.02289 -1.23614 -0.73
C -0.14387 -0.77800 -0.27088 -0.47
C 0.47214 -0.38816 0.81711 0.58
O 1.03724 -0.04923 1.79405 -0.41
H -0.09505 -1.80809 -0.60610 0.37
Li 0.58499 0.30236 -2.75340 0.76
Hg -1.05690 2.38885 -0.89511 -0.07
H -2.36599 -0.29210 -1.27895 -0.02

---

(5)
47
Properties=species:S:1:pos:R:3:mulliken_charge:R:1 method="wB97M-V/def2-TZVPD" e_above_lowest_kcal_mol=0.0 charge=-2 homo_energy_ev="-0.88 / -0.80" spin_multiplicity=2 lumo_ev="4.725 / 4.315"
Ru -0.72255 0.04688 -0.09264 -0.37
C 3.14077 -0.95524 -1.82866 -0.70
C 3.15862 -0.13285 -2.95781 -0.73
C 2.08743 0.71052 -3.19012 -0.60
C 1.00198 0.74056 -2.30942 1.16
C 0.96245 -0.07248 -1.14978 0.44
C 2.06729 -0.91888 -0.95336 -0.56
C -0.14773 1.61490 -2.48372 0.74
C -0.30432 2.47715 -3.59520 -1.03
C -1.37376 3.30901 -3.68382 -0.96
C -2.32578 3.31434 -2.64360 1.23
C -3.43641 4.17786 -2.63504 -0.76
C -4.32676 4.15757 -1.59456 -0.42
C -4.13260 3.25640 -0.53063 -0.77
C -3.06735 2.39383 -0.51149 -0.44
C -2.13038 2.40497 -1.56684 -0.32
N -1.06275 1.56465 -1.51816 0.36
H 3.97612 -1.62224 -1.63648 0.36
H 4.00100 -0.15054 -3.64086 0.35
H 2.10904 1.35211 -4.06678 0.25
H 2.07975 -1.56323 -0.07956 0.37
H 0.43919 2.46044 -4.38025 0.27
H -1.50673 3.97108 -4.53293 0.34
H -3.56809 4.86220 -3.46781 0.32
H -5.18044 4.82580 -1.59392 0.35
H -4.84243 3.23344 0.28761 0.42
H -2.94909 1.63607 0.26737 0.74
S 0.45186 1.40218 1.40779 -0.39
S 1.13651 1.05300 4.79264 -0.47
S -0.22803 2.45746 4.49167 -0.09
S -0.66982 2.67400 2.47865 0.00
C -0.80889 -3.96491 1.41054 -1.76
C -0.84828 -2.71365 0.58305 0.50
N -0.42675 -1.59029 1.05690 0.80
O 0.05438 -1.65233 2.35884 -0.64
C -1.35088 -2.67817 -0.75396 0.16
C -1.79819 -3.88199 -1.52376 -1.73
N -1.40278 -1.47000 -1.30157 0.86
O -1.83116 -1.32349 -2.48799 -0.88
H -1.10866 -3.73445 2.43187 0.39
H 0.20476 -4.37311 1.45286 0.28
H -1.47265 -4.72239 0.99693 0.43
H 0.19800 -0.71548 2.58824 0.28
H -1.20285 -4.76600 -1.28232 0.41
H -1.69531 -3.65700 -2.58526 0.41
H -2.85365 -4.12188 -1.34381 0.26
F -2.66678 -0.00152 0.82487 -0.87

---

(6)
77
Properties=species:S:1:pos:R:3:mulliken_charge:R:1 method="wB97M-V/def2-TZVPD" e_above_lowest_kcal_mol=54.3 charge=-1 homo_energy_ev=-4.34 spin_multiplicity=1 lumo_ev=2.392
C -3.57863 -0.95267 -2.16124 -1.75
C -3.13074 0.32275 -2.77130 0.75
H -4.24867 -0.76640 -1.31363 0.32
H -2.75403 -1.57355 -1.80405 0.06
H -4.17889 -1.55101 -2.86659 0.37
C -4.05403 1.14914 -3.28540 -0.12
C -5.51812 0.95663 -3.19992 -1.54
H -3.76627 2.00408 -3.88021 0.56
H -5.89749 0.72219 -2.19492 0.32
H -5.88327 0.18019 -3.88687 0.32
H -5.99227 1.89125 -3.51180 0.38
Be -0.14731 -0.91675 -1.58374 0.60
Cl -0.03916 -2.06901 -3.16671 -0.55
Cl -1.03885 -1.89527 -0.00706 -0.68
C 2.50749 -0.84857 -1.44060 -0.10
O 1.35375 -0.46969 -1.08393 -0.40
N 3.57180 -0.61052 -0.67983 0.54
C 3.45869 0.16202 0.52123 -0.94
C 4.87616 -1.05426 -1.15327 -0.99
H 2.70304 -1.38892 -2.38640 0.41
H 2.59607 -0.23789 1.21035 0.25
H 3.25942 1.22330 0.31724 0.05
H 4.36327 0.02389 1.11206 0.42
H 4.73610 -2.08075 -1.54116 0.38
H 5.55128 -1.01770 -0.28961 0.26
H 5.23717 -0.40023 -1.97394 0.31
H -1.18036 -2.70521 2.07749 0.00
H -3.10996 -0.71374 2.11501 0.16
C -1.46520 -2.74372 3.14216 0.02
C -3.06580 -0.88903 3.20160 -0.89
N -1.78023 -1.40771 3.58074 0.23
H -0.61554 -3.12360 3.71168 -0.14
C -0.90409 -0.68005 4.30678 0.30
O -1.09021 0.46663 4.71563 -0.67
H -3.23055 0.03943 3.74237 0.31
H 0.03738 -1.23255 4.49318 0.18
H -2.34846 -3.38561 3.23682 0.32
H -3.84464 -1.61498 3.46043 0.36
O -0.86943 0.50132 -1.72224 -0.52
C -1.63895 0.58606 -2.95467 0.22
C -1.82739 3.07019 -3.22100 -0.26
C -1.23437 1.88052 -3.62422 0.18
H -2.62234 3.03151 -2.47747 0.98
C -1.39672 4.28878 -3.75407 -1.25
H -1.29824 -0.23886 -3.62548 0.37
C -0.11944 1.89053 -4.48011 -0.46
H -1.86338 5.21716 -3.42169 0.37
C -0.35685 4.29338 -4.68028 -0.57
C 0.28440 3.10105 -5.04480 -0.75
H 0.39344 0.93451 -4.67189 0.41
H -0.02092 5.23189 -5.11837 0.38
H 1.11459 3.10441 -5.75994 0.38
Si -0.13503 1.83939 -0.33884 1.43
Cl 2.08332 0.00774 2.78165 -0.70
C -1.17705 3.38908 -0.29478 -1.49
C 1.37985 2.44153 -1.18171 -1.36
C -0.51504 1.25263 1.38182 -0.58
H -0.98011 4.09037 -1.11125 0.34
H -0.96593 3.92407 0.64245 0.50
H -2.24354 3.14614 -0.28833 0.34
H -1.37371 1.78409 1.84937 0.49
H 0.33172 1.36113 2.08183 0.35
H -0.80778 0.19271 1.34440 -0.43
H 1.10795 3.35496 -1.73081 0.46
H 1.79061 1.74641 -1.91948 0.23
H 2.15458 2.72631 -0.45624 0.52
Br 2.88961 -4.47552 7.77932 -0.23
C 3.23006 -3.97762 5.97087 -0.27
C 4.52947 -4.01956 5.44601 -0.12
C 4.72345 -3.67948 4.10671 -0.57
C 3.60580 -3.30097 3.33573 -0.09
N 2.38441 -3.29745 3.83863 -0.17
C 2.16044 -3.61986 5.10400 0.08
H 5.34967 -4.34252 6.08050 0.41
H 5.69865 -3.67262 3.63385 0.34
H 3.71557 -3.01311 2.28561 0.28
H 1.12978 -3.56242 5.45233 0.36